# 1
{
  "formula": "CH4FN",
  "method": "ωB97M-V with the def2-TZVPD basis set",
  "species": ["C", "N", "F", "H", "H", "H", "H"],
  "xyz": [[-0.555, -1.025, 0.625], [0.782, -0.075, 0.352], [-1.558, -0.588, -0.061], [-0.708, -1.094, 1.687], [-0.251, -2.127, 0.296], [1.487, -0.783, 0.699], [0.687, 0.134, -0.717]],
  "forces_ev_per_a": [[3.6, -0.4, 0.3], [-4.4, -4.3, -0.8], [-1.6, 0.8, -0.8], [-0.2, 0.4, 0.5], [0.3, 2.2, 0.1], [1.8, 0.3, 0.7], [0.6, 1.0, 0.0]],
  "mulliken_charge": [-0.69, -1.09, -0.06, 0.33, 0.32, 0.66, 0.54],
  "e_homo_ev": [-3.9, -13.7],
  "gap_ev": [4.987, 9.794],
  "total_charge": 0,
  "e_above_lowest_ev": 1.5586,
  "molar_mass_g_mol": 49.05,
  "s2": 2.005,
  "spin_multiplicity": 3
}

***

# 2
{
  "formula": "CH4FN2O",
  "method": "ωB97M-V with the def2-TZVPD basis set",
  "species": ["C", "N", "N", "O", "F", "H", "H", "H", "H"],
  "xyz": [[-0.455, 0.380, 0.516], [0.626, -0.313, 0.808], [-0.938, 0.525, -0.807], [-2.126, 0.887, -1.327], [2.093, -1.294, -0.696], [-1.032, 0.985, 1.152], [0.886, -0.399, 1.765], [1.257, -0.685, 0.009], [-0.310, -0.085, -1.421]],
  "forces_ev_per_a": [[-2.3, 0.9, -4.9], [-1.6, 1.2, 0.8], [3.3, -2.6, 2.2], [0.6, 0.3, 1.0], [0.5, -0.2, -0.8], [-0.7, 0.4, 1.4], [0.2, 0.2, 0.3], [1.2, -1.2, -0.5], [-1.2, 1.1, 0.6]],
  "mulliken_charge": [-0.09, -0.41, -0.10, -0.72, -0.81, 0.42, 0.12, 0.35, 0.23],
  "e_homo_ev": [-2.8, -2.8],
  "gap_ev": [7.031, 7.030],
  "total_charge": -1,
  "e_above_lowest_ev": 0.6520,
  "molar_mass_g_mol": 79.05
}

***

# 3
{
  "formula": "CH4FN2O",
  "method": "ωB97M-V with the def2-TZVPD basis set",
  "species": ["C", "N", "N", "O", "F", "H", "H", "H", "H"],
  "xyz": [[0.920, -0.479, -0.608], [-0.664, 0.696, 2.112], [-0.113, 0.080, -1.021], [0.354, 0.331, 1.542], [2.054, 0.142, -0.507], [-0.706, 0.442, 3.220], [-0.910, -0.544, -1.044], [-0.229, 1.112, -0.806], [0.962, -1.568, -0.524]],
  "forces_ev_per_a": [[3.3, -1.4, -0.7], [0.9, -0.6, 0.4], [-1.9, 2.3, 0.5], [-1.7, 0.5, 2.7], [-1.2, -0.3, 0.3], [0.8, 0.2, -2.2], [-0.5, 0.5, -0.3], [-0.1, -1.4, -0.9], [0.2, 0.3, 0.2]],
  "mulliken_charge": [0.29, -0.02, -0.19, -0.24, -0.13, 0.27, 0.31, 0.34, 0.38],
  "e_homo_ev": [-14.4, -14.4],
  "gap_ev": [8.719, 8.718],
  "total_charge": 1,
  "e_above_lowest_ev": 2.3681,
  "molar_mass_g_mol": 79.05
}

***

# 4
{
  "formula": "CH4FN2O",
  "method": "ωB97M-V with the def2-TZVPD basis set",
  "species": ["C", "N", "N", "O", "F", "H", "H", "H", "H"],
  "xyz": [[0.997, -0.348, -1.114], [-0.128, -0.937, -0.627], [-0.970, -0.582, 0.030], [-1.775, -0.386, 0.759], [-0.775, 1.124, 2.118], [1.818, -0.693, -0.597], [1.209, -0.547, -2.138], [0.893, 0.824, -1.108], [-1.268, 1.545, 2.676]],
  "forces_ev_per_a": [[-1.2, 6.3, -1.1], [6.0, -7.1, -5.5], [0.7, 4.0, -0.4], [-8.4, 0.6, 6.1], [3.5, -2.4, -3.3], [2.1, -1.1, 1.5], [-0.1, -1.0, -1.2], [0.4, -2.0, 0.4], [-3.1, 2.8, 3.7]],
  "mulliken_charge": [-0.54, 0.00, 0.79, -0.27, -0.37, 0.33, 0.33, 0.34, 0.38],
  "e_homo_ev": [-13.5, -17.8],
  "gap_ev": [8.585, 7.044],
  "total_charge": 1,
  "e_above_lowest_ev": 3.3079,
  "molar_mass_g_mol": 79.05,
  "s2": 2.016,
  "spin_multiplicity": 3
}

***

# 5
{
  "formula": "CH4FNO2",
  "method": "ωB97M-V with the def2-TZVPD basis set",
  "species": ["C", "N", "O", "O", "F", "H", "H", "H", "H"],
  "xyz": [[-0.111, 1.065, -0.181], [-0.284, -1.719, 0.026], [0.669, 1.556, -1.085], [0.095, 1.841, 0.926], [-1.360, -2.263, -0.776], [0.592, -2.132, -0.379], [-0.290, -2.340, 0.828], [0.999, 2.460, -1.048], [-0.310, 1.532, 1.690]],
  "forces_ev_per_a": [[0.0, 1.5, 1.6], [0.7, -1.1, -0.5], [1.8, -1.1, -4.1], [0.3, 0.5, -0.2], [1.0, 0.2, 0.5], [-1.0, 0.7, -0.6], [-0.8, 0.0, 0.7], [-0.7, 0.1, 0.6], [-1.3, -1.0, 2.1]],
  "mulliken_charge": [0.32, -0.29, -0.48, -0.47, -0.21, 0.25, 0.26, 0.33, 0.29],
  "e_homo_ev": [-5.8, -11.2],
  "gap_ev": [6.651, 10.375],
  "total_charge": 0,
  "e_above_lowest_ev": 1.7644,
  "molar_mass_g_mol": 81.05,
  "s2": 2.004,
  "spin_multiplicity": 3
}

***

# 6
{
  "formula": "CH4FNP2",
  "method": "ωB97M-V with the def2-TZVPD basis set",
  "species": ["C", "N", "F", "P", "P", "H", "H", "H", "H"],
  "xyz": [[1.023, 0.574, 0.284], [2.097, 0.462, -0.307], [0.699, -1.814, -0.197], [-1.747, -0.121, -0.438], [-0.097, -0.837, 0.865], [2.524, 1.133, -0.906], [-2.314, -1.332, -0.308], [-2.437, 0.471, 0.739], [0.253, 1.466, 0.268]],
  "forces_ev_per_a": [[-3.6, 2.0, 0.1], [0.8, -1.8, 0.2], [-1.1, -0.4, 0.7], [0.4, 2.0, 0.5], [2.2, -0.3, -0.9], [-0.1, 1.2, 0.1], [-1.0, -1.6, 0.3], [0.5, -0.6, -0.9], [1.8, -0.4, 0.0]],
  "mulliken_charge": [0.02, -0.49, -0.28, -0.16, 0.24, 0.24, 0.08, 0.10, 0.26],
  "e_homo_ev": -8.9,
  "gap_ev": 9.504,
  "total_charge": 0,
  "e_above_lowest_ev": 1.5035,
  "molar_mass_g_mol": 111.00,
  "smiles": "[H]/N=C/P(F)#[PH2]"
}

***

# 7
{
  "formula": "CH4FNS",
  "method": "ωB97M-V with the def2-TZVPD basis set",
  "species": ["C", "N", "F", "S", "H", "H", "H", "H"],
  "xyz": [[-0.851, 0.065, -0.382], [0.235, -0.536, 0.346], [2.357, 1.026, 0.037], [1.728, -0.583, -0.081], [-1.003, -0.510, -1.298], [-1.769, 0.047, 0.198], [-0.623, 1.100, -0.648], [-0.075, -0.609, 1.828]],
  "forces_ev_per_a": [[-0.4, 0.3, -0.6], [-1.0, -0.6, 5.5], [-0.5, -1.1, 0.0], [0.9, 1.0, -0.2], [-0.1, 0.1, 0.0], [0.1, -0.1, 0.1], [-0.1, 0.0, 0.1], [1.0, 0.4, -4.8]],
  "mulliken_charge": [-0.64, -0.31, -0.34, 0.17, 0.25, 0.31, 0.27, 0.29],
  "e_homo_ev": -9.0,
  "gap_ev": 8.772,
  "total_charge": 0,
  "e_above_lowest_ev": 2.8654,
  "molar_mass_g_mol": 81.11
}

***

# 8
{
  "formula": "CH4FNS",
  "method": "ωB97M-V with the def2-TZVPD basis set",
  "species": ["C", "N", "F", "S", "H", "H", "H", "H"],
  "xyz": [[0.307, -0.096, 0.370], [-0.245, 0.671, -1.420], [1.605, 0.852, -3.122], [0.681, 1.772, -2.039], [-0.533, -0.724, 0.586], [1.217, -0.587, 0.088], [0.407, 0.793, 0.965], [-1.243, 0.750, -1.382]],
  "forces_ev_per_a": [[-1.2, 1.6, -3.5], [1.0, -1.8, 4.2], [-0.6, 0.6, 0.5], [0.9, -0.1, -0.9], [-0.2, -0.3, 0.2], [0.2, -0.2, -0.1], [0.0, 0.2, 0.1], [-0.3, 0.1, -0.4]],
  "mulliken_charge": [-0.52, -0.40, -0.30, 0.17, 0.27, 0.25, 0.26, 0.28],
  "e_homo_ev": -8.4,
  "gap_ev": 8.842,
  "total_charge": 0,
  "e_above_lowest_ev": 2.6512,
  "molar_mass_g_mol": 81.11
}

***

# 9
{
  "formula": "CH4FNS2",
  "method": "ωB97M-V with the def2-TZVPD basis set",
  "species": ["C", "N", "F", "S", "S", "H", "H", "H", "H"],
  "xyz": [[-0.416, -1.091, -0.148], [0.453, 0.048, -0.332], [2.739, 0.308, 0.947], [-1.002, 2.401, -0.317], [1.840, 0.558, -0.496], [-0.050, -1.603, 0.708], [-1.464, -0.840, -0.173], [-0.415, -1.926, -0.932], [-1.685, 2.145, 0.743]],
  "forces_ev_per_a": [[0.6, -1.5, -1.4], [-0.7, 0.6, -1.0], [-0.5, 0.1, -0.9], [0.8, 0.1, -1.4], [0.5, -0.8, 1.1], [-0.5, -0.3, 1.2], [-0.1, 0.6, 0.7], [0.8, 1.4, 0.2], [-0.9, -0.3, 1.4]],
  "mulliken_charge": [-0.58, -0.12, -0.33, -0.18, 0.31, 0.32, 0.21, 0.26, 0.11],
  "e_homo_ev": [-8.6, -9.7],
  "gap_ev": [6.744, 8.451],
  "total_charge": 0,
  "e_above_lowest_ev": 2.3614,
  "molar_mass_g_mol": 113.18
}

***

# 10
{
  "formula": "CH4FO4P",
  "method": "ωB97M-V with the def2-TZVPD basis set",
  "species": ["C", "O", "O", "O", "O", "F", "P", "H", "H", "H", "H"],
  "xyz": [[0.746, -0.534, -0.268], [-2.239, 1.659, 0.613], [-0.230, 0.397, -0.001], [-1.210, -1.229, 2.892], [-1.233, 0.072, 2.271], [-0.070, -1.833, 2.508], [-1.739, 0.123, 0.522], [1.750, -0.127, 0.073], [0.816, -0.930, -1.358], [0.607, -1.505, 0.194], [-1.864, 1.885, 1.490]],
  "forces_ev_per_a": [[2.4, -2.0, -1.5], [0.6, -0.8, 1.1], [-1.1, 1.1, -0.3], [-2.6, 2.4, -0.1], [-0.3, -1.0, -0.3], [2.2, -0.9, -0.7], [0.9, -0.8, 0.7], [-1.3, -0.5, -0.6], [-0.2, 1.6, 1.2], [-0.2, 0.1, 0.9], [-0.3, 1.0, -0.3]],
  "mulliken_charge": [-0.58, -0.41, -0.16, 0.02, -0.30, -0.09, 0.39, 0.25, 0.25, 0.25, 0.39],
  "e_homo_ev": -10.2,
  "gap_ev": 10.983,
  "total_charge": 0,
  "e_above_lowest_ev": 3.9557,
  "molar_mass_g_mol": 130.01,
  "smiles": "COP(O)OOF"
}